Entry 1:
{
  "formula": "C20H29N3O3",
  "method": "wB97M-V/def2-TZVPD",
  "symbols": ["C", "C", "C", "N", "C", "O", "C", "C", "C", "C", "C", "C", "C", "O", "N", "H", "C", "C", "H", "H", "C", "H", "H", "C", "H", "H", "C", "H", "H", "C", "O", "N", "H", "C", "C", "C", "H", "H", "H", "H", "H", "H", "H", "H", "H", "H", "H", "H", "H", "H", "H", "H", "H", "H", "H"],
  "xyz": [[-6.1023, -0.3328, 1.0127], [-5.2946, -1.1883, 0.0429], [-3.8433, -1.3736, 0.4906], [-3.1045, -0.1310, 0.4805], [-2.1243, 0.1329, -0.3991], [-1.7535, -0.6649, -1.2472], [-1.5478, 1.5088, -0.2611], [-2.4013, 2.5842, -0.4934], [-1.9429, 3.8856, -0.4047], [-0.6267, 4.1278, -0.0472], [0.2204, 3.0670, 0.2090], [-0.2158, 1.7509, 0.0823], [0.7753, 0.6802, 0.4459], [1.4993, 0.8167, 1.4155], [0.8578, -0.3551, -0.4152], [0.1018, -0.4895, -1.0813], [1.6144, -1.5576, -0.0918], [0.8815, -2.4207, 0.9586], [0.0285, -1.8670, 1.3524], [1.5590, -2.6340, 1.7844], [0.4336, -3.6981, 0.2383], [1.1499, -4.4992, 0.4234], [-0.5477, -4.0326, 0.5720], [0.4515, -3.3275, -1.2429], [0.5037, -4.1984, -1.8947], [-0.4393, -2.7523, -1.4993], [1.6907, -2.4439, -1.3476], [1.7220, -1.8492, -2.2600], [2.5916, -3.0574, -1.2984], [3.0319, -1.1790, 0.3725], [3.6056, -1.7617, 1.2652], [3.6133, -0.2402, -0.4054], [3.0280, 0.2596, -1.0564], [4.8495, 0.4032, -0.0238], [4.6106, 1.7995, 0.5564], [4.2048, 2.8108, -0.5106], [4.0800, 3.7968, -0.0688], [3.2633, 2.5311, -0.9802], [4.9675, 2.8784, -1.2847], [5.5266, 2.1373, 1.0437], [3.8275, 1.7222, 1.3128], [5.3073, -0.2417, 0.7288], [5.5064, 0.4599, -0.8986], [1.2399, 3.2385, 0.5195], [-0.2653, 5.1412, 0.0395], [-2.6146, 4.7073, -0.6031], [-3.4302, 2.3918, -0.7642], [-3.3639, 0.5753, 1.1509], [-3.3249, -2.0465, -0.1962], [-3.8135, -1.7982, 1.4991], [-5.3042, -0.7332, -0.9493], [-5.7524, -2.1754, -0.0370], [-7.1418, -0.2879, 0.6976], [-6.0676, -0.7554, 2.0147], [-5.7209, 0.6854, 1.0530]],
  "forces_ev_per_angstrom": [[0.1, -0.2, -0.2], [0.1, 0.0, 0.2], [-0.2, -0.3, -0.3], [-0.3, 0.0, 0.3], [0.0, 0.2, 0.2], [0.0, -0.2, -0.3], [0.2, 0.2, -0.1], [0.0, 0.0, 0.0], [0.0, 0.0, 0.0], [0.0, 0.0, 0.0], [0.0, -0.1, 0.0], [-0.2, 0.2, 0.1], [-0.1, 0.1, -0.2], [0.0, 0.0, 0.2], [0.1, -0.2, -0.3], [0.0, 0.2, 0.1], [0.2, 0.0, 0.5], [0.1, -0.1, 0.2], [0.0, 0.0, 0.0], [-0.1, 0.0, 0.0], [-0.1, 0.0, -0.1], [0.0, -0.1, 0.0], [0.0, -0.1, 0.0], [0.1, -0.1, 0.0], [0.0, 0.0, -0.1], [-0.1, 0.0, 0.0], [-0.2, 0.0, 0.0], [0.1, 0.0, 0.0], [0.0, 0.0, 0.0], [-0.3, 0.0, -0.4], [0.1, -0.2, 0.3], [0.2, 0.3, -0.4], [-0.1, -0.1, 0.1], [0.2, 0.1, 0.3], [0.0, -0.1, -0.2], [0.1, -0.1, 0.3], [-0.1, 0.1, 0.0], [-0.1, 0.0, -0.1], [0.0, 0.0, -0.1], [0.0, 0.0, 0.0], [0.1, 0.0, 0.1], [0.0, 0.1, -0.2], [0.1, 0.0, 0.1], [0.1, 0.0, 0.1], [0.0, 0.1, 0.0], [-0.1, 0.1, 0.0], [-0.1, 0.0, 0.0], [0.2, 0.0, -0.1], [0.0, 0.0, 0.2], [0.0, 0.0, -0.1], [0.0, -0.1, -0.1], [0.0, 0.0, -0.1], [-0.1, 0.1, 0.0], [0.0, 0.0, 0.1], [0.0, 0.1, 0.0]],
  "lowdin_charge": [-0.110, -0.236, -0.184, 0.089, -0.435, 0.047, -0.085, -0.028, -0.069, -0.061, -0.007, -0.060, -0.431, 0.095, 0.145, 0.112, -0.343, -0.087, 0.117, 0.112, -0.169, 0.112, 0.104, -0.179, 0.109, 0.093, -0.103, 0.121, 0.131, -0.452, 0.079, 0.079, 0.128, -0.182, -0.232, -0.111, 0.069, 0.056, 0.071, 0.106, 0.098, 0.117, 0.118, 0.112, 0.107, 0.106, 0.117, 0.145, 0.118, 0.126, 0.111, 0.108, 0.071, 0.074, 0.061],
  "smiles": "CCCNC(=O)c1ccccc1C(=O)NC1(C(=O)NCCC)CCCC1",
  "spin_multiplicity": 1,
  "energy_ha": -1169.5785,
  "de_lowest_ev": 0.5269
}


Entry 2:
{
  "formula": "C20H29N3O4",
  "method": "wB97M-V/def2-TZVPD",
  "symbols": ["C", "H", "H", "H", "O", "C", "C", "C", "C", "C", "C", "O", "C", "H", "H", "H", "H", "C", "O", "N", "C", "C", "C", "O", "N", "H", "C", "H", "C", "N", "C", "H", "H", "H", "C", "H", "H", "H", "H", "H", "H", "H", "C", "H", "H", "C", "C", "H", "H", "H", "C", "H", "H", "H", "H", "H"],
  "xyz": [[-2.5791, -3.4198, 0.2678], [-2.8441, -2.7715, 1.1103], [-3.0875, -4.3758, 0.3800], [-2.8991, -2.9501, -0.6682], [-1.2060, -3.7201, 0.2551], [-0.3164, -2.7075, 0.1068], [-0.6436, -1.3741, 0.0023], [0.3437, -0.3866, -0.1547], [1.6815, -0.7955, -0.2585], [2.0155, -2.1518, -0.1383], [1.0492, -3.1082, 0.0585], [1.2706, -4.4400, 0.1947], [2.5997, -4.8976, 0.1246], [3.0510, -4.6717, -0.8466], [3.2158, -4.4637, 0.9185], [2.5453, -5.9769, 0.2567], [3.0611, -2.4013, -0.2191], [2.7662, 0.1413, -0.5221], [3.9383, -0.1846, -0.6260], [2.3814, 1.4678, -0.6804], [1.0892, 1.8565, -0.5904], [0.0639, 1.0155, -0.2917], [-1.2739, 1.6484, -0.1335], [-1.6607, 2.5516, -0.8535], [-2.0013, 1.1878, 0.9126], [-1.5981, 0.4926, 1.5199], [-3.2839, 1.7369, 1.2815], [-3.4421, 2.6137, 0.6506], [-4.4510, 0.7346, 1.1028], [-5.1150, 0.7091, -0.1798], [-5.8647, 1.9121, -0.4741], [-6.5041, 1.7165, -1.3347], [-6.4961, 2.1608, 0.3774], [-5.2294, 2.7770, -0.7115], [-4.2586, 0.3385, -1.2878], [-4.8835, 0.1657, -2.1638], [-3.5161, 1.1057, -1.5411], [-3.7448, -0.5914, -1.0473], [-4.0798, -0.2765, 1.3038], [-5.2151, 0.9612, 1.8512], [-3.2443, 2.0583, 2.3271], [0.8859, 2.9026, -0.7637], [3.4142, 2.4518, -0.9380], [4.2587, 1.9062, -1.3675], [3.0387, 3.1720, -1.6691], [3.8950, 3.1917, 0.3242], [2.8257, 4.1180, 0.8988], [3.2423, 4.6977, 1.7194], [2.4625, 4.8123, 0.1439], [1.9836, 3.5474, 1.2848], [4.3773, 2.2101, 1.3887], [4.8487, 2.7458, 2.2094], [3.5419, 1.6391, 1.7898], [5.0941, 1.5102, 0.9684], [4.7446, 3.8053, 0.0044], [-1.6782, -1.0747, -0.0030]],
  "forces_ev_per_angstrom": [[-0.3, 0.1, 0.0], [0.0, 0.0, 0.0], [0.0, 0.1, 0.0], [0.0, 0.0, 0.0], [0.6, 0.1, -0.1], [0.0, -0.2, 0.0], [-0.2, -0.3, 0.0], [0.6, -0.2, 0.0], [-0.5, -0.1, 0.1], [-0.1, -0.3, 0.0], [0.1, 0.0, 0.0], [-0.4, 0.2, 0.0], [0.2, -0.1, 0.0], [0.0, 0.0, 0.0], [0.0, 0.0, 0.0], [0.1, 0.1, 0.0], [0.1, -0.1, 0.0], [0.1, 0.0, 0.0], [0.1, -0.1, 0.0], [0.1, -0.2, 0.0], [-1.0, -0.2, 0.2], [0.4, 0.5, -0.3], [0.2, -0.1, 0.1], [0.0, 0.3, -0.2], [-0.1, -0.1, 0.2], [0.1, 0.1, -0.1], [-0.4, -0.1, 0.0], [0.0, 0.0, 0.2], [0.1, 0.2, 0.1], [0.0, -0.1, 0.0], [0.0, -0.1, 0.0], [0.0, 0.1, 0.0], [-0.1, 0.1, 0.0], [0.0, 0.1, 0.0], [-0.1, 0.0, 0.0], [0.0, 0.0, -0.1], [0.0, 0.0, 0.0], [0.1, -0.1, 0.0], [0.0, 0.0, 0.1], [0.0, 0.0, 0.0], [0.0, 0.0, -0.1], [0.0, 0.1, 0.0], [0.7, 0.4, 0.0], [-0.2, 0.1, 0.0], [0.0, -0.1, 0.0], [-0.2, -0.1, 0.0], [0.3, -0.1, -0.1], [0.0, 0.1, 0.1], [-0.1, 0.1, -0.1], [-0.1, 0.0, 0.1], [0.1, 0.1, -0.2], [0.0, 0.0, 0.1], [-0.1, -0.1, 0.1], [0.1, -0.1, 0.0], [0.0, 0.0, 0.0], [-0.1, -0.1, 0.0]],
  "lowdin_charge": [-0.070, 0.093, 0.098, 0.093, -0.050, -0.177, 0.045, -0.102, -0.062, 0.065, -0.188, -0.060, -0.075, 0.100, 0.099, 0.095, 0.116, -0.373, 0.055, 0.011, 0.007, -0.066, -0.467, 0.055, 0.066, 0.139, -0.146, 0.111, -0.192, -0.278, -0.104, 0.084, 0.084, 0.085, -0.088, 0.087, 0.077, 0.066, 0.107, 0.112, 0.120, 0.139, -0.114, 0.127, 0.132, -0.393, -0.079, 0.078, 0.078, 0.072, -0.069, 0.078, 0.082, 0.076, 0.136, 0.083],
  "smiles": "COc1cc2c(C(=O)NCCN(C)C)cn(CC(C)C)c(=O)c2cc1OC",
  "spin_multiplicity": 1,
  "energy_ha": -1244.7489,
  "de_lowest_ev": 1.7401
}


Which formula does entry 1 have? C20H29N3O3